[1]
{
  "formula": "C10H10O",
  "method": "the ωB97M-V functional and the def2-TZVPD basis",
  "symbols": ["C", "C", "C", "C", "C", "C", "C", "C", "C", "C", "O", "H", "H", "H", "H", "H", "H", "H", "H", "H", "H"],
  "xyz": [[2.3019, 1.4450, -0.1207], [1.3641, 2.4291, -0.2420], [1.9152, 0.1022, -0.3388], [0.0283, 2.0679, -0.2216], [0.6115, -0.2708, -0.5993], [-0.3613, 0.7712, -0.3317], [0.1943, -1.6743, -0.9983], [-2.7016, 0.6101, -1.2777], [-1.7828, 0.4251, -0.1514], [-2.1102, -0.4713, 1.0219], [-2.7551, 1.4820, -0.3647], [3.3666, 1.4902, 0.0756], [1.3721, 3.5664, -0.1007], [2.7239, -0.5464, -0.4616], [-0.6864, 2.7637, -0.0848], [-0.7728, -1.7617, -1.4965], [0.9952, -2.1916, -1.6182], [0.3091, -2.2918, -0.1110], [-3.2014, -0.2688, 1.5511], [-1.3110, -0.4055, 1.6797], [-2.2791, -1.5195, 0.6465]],
  "forces_ev_per_angstrom": [[0.4436, -1.2790, -0.3645], [-0.7727, 2.7549, 1.3598], [-0.9464, 1.4259, -0.6058], [1.8625, -2.2943, -0.6024], [-1.1382, 1.0615, 0.5407], [0.6593, -1.6779, -0.6203], [1.9978, -0.5459, -0.1461], [-0.7829, -0.9235, -1.4506], [-0.0433, -0.8336, 0.8534], [-4.3131, -0.9894, -0.9605], [-0.0382, 1.5130, 0.5678], [-0.0691, 1.0007, -0.1246], [1.4034, -1.7557, -0.3030], [0.9371, -1.3946, -0.0287], [-2.2509, 2.4204, 0.3226], [0.1442, 0.0604, 0.2963], [-0.9519, 1.0488, 0.1551], [-0.8658, -0.2147, 0.3221], [2.9741, 0.0495, -1.3090], [1.1691, -0.2003, 1.6376], [0.5813, 0.7738, 0.4603]],
  "lowdin_charge": [-0.078, -0.078, -0.047, -0.045, -0.185, -0.146, -0.038, 0.096, -0.483, -0.010, 0.051, 0.102, 0.135, 0.091, 0.082, 0.081, 0.100, 0.078, 0.151, 0.053, 0.090]
}

---

[2]
{
  "formula": "C10H10O",
  "method": "the ωB97M-V functional and the def2-TZVPD basis",
  "smiles": "C[C@H]1c2ccccc2[C@H]2O[C@H]21",
  "symbols": ["C", "C", "C", "C", "C", "C", "C", "C", "C", "C", "O", "H", "H", "H", "H", "H", "H", "H", "H", "H", "H"],
  "xyz": [[1.5791, 0.7724, 1.9610], [0.6840, -0.0466, 2.7248], [1.4019, 0.7673, 0.5608], [-0.3889, -0.7894, 2.1090], [0.4782, 0.0188, -0.0099], [-0.5323, -0.6407, 0.7468], [0.2357, -0.0449, -1.4751], [-1.4400, -1.4407, -0.1920], [-1.1121, -1.0180, -1.5598], [-0.0905, 1.2639, -2.0375], [-2.2998, -0.5743, -0.9811], [2.2544, 1.4747, 2.5570], [0.8204, 0.0046, 3.7971], [2.0117, 1.4776, -0.0201], [-1.1245, -1.2429, 2.7024], [1.0156, -0.6026, -2.0549], [-1.8616, -2.3578, -0.1125], [-1.1920, -1.7569, -2.3768], [-1.1503, 1.4928, -1.6435], [0.1800, 1.2520, -3.1309], [0.5311, 1.9907, -1.5647]],
  "forces_ev_per_angstrom": [[-1.5056, -0.5797, 1.5138], [0.3517, 0.6425, -1.2472], [2.9896, 2.6410, 1.9639], [1.9484, 2.4752, -0.0450], [-2.9905, -1.5667, -0.6011], [0.8334, -2.2171, -0.6865], [-1.9494, -3.3876, -0.6481], [1.3114, 3.7423, -0.5607], [2.5391, -0.2250, -0.0569], [-0.9663, 1.0709, -0.7351], [0.0208, 0.6271, -0.0660], [-0.7573, -1.2005, -1.3147], [-0.2760, -0.3161, 0.0634], [-0.1201, -0.6365, 0.0643], [-0.7390, -0.8548, 0.7318], [-0.3777, 0.5230, 0.6566], [-0.9790, -2.7005, 1.2255], [-0.0406, 0.6650, 0.2355], [1.3490, 0.0054, -1.4750], [-1.1975, 0.4613, 0.9019], [0.5553, 0.8308, 0.0797]],
  "lowdin_charge": [-0.057, -0.063, -0.068, -0.008, -0.197, -0.081, -0.256, -0.130, -0.202, -0.073, 0.006, 0.122, 0.086, 0.125, 0.091, 0.157, 0.112, 0.148, 0.130, 0.106, 0.051]
}

---

These records have relative energy (zero: lowest compared OMol25 entry of this formula, charge and spin) values of 112.1 63.0 kcal/mol, in the order they appear.
These records have HOMO level values of -8.844 -8.998 eV, in the order they appear.
These records have orbital gap values of 9.55 10.01 eV, in the order they appear.